No. 1
Computed, not measured: one molecule with the formula C19H27ClN2O2S, with ωB97M-V/def2-TZVPD.

Computed properties:
Energy (eV): -50574.7298
Charge: 0
ΔE to the lowest compared entry with this formula, charge and spin (eV): 0.0609
Maximum force (eV Å⁻¹): 1.0
HOMO (hartree): -0.288
SMILES string: CC(C)OCCCNC(=S)N1CCC(C(=O)c2ccc(Cl)cc2)CC1
Multiplicity: 1

Geometry (Å):
Cl1 -2.240 -2.943 6.354
S1 -2.192 -0.133 0.307
O1 1.139 1.062 2.238
O2 -0.441 1.769 -2.972
N1 0.316 -0.547 -0.332
N2 -0.331 1.670 -0.132
C1 2.152 -0.982 1.495
C2 -1.737 -1.073 4.477
C3 -1.630 2.451 -2.634
C4 -1.164 -0.484 -3.598
C5 0.215 -1.897 0.176
C6 -0.651 0.369 -0.077
C7 -0.919 -0.432 3.568
C8 2.656 -0.146 0.310
C9 -1.233 -2.138 5.208
C10 -1.335 3.437 -1.506
C11 0.882 -1.930 4.109
C12 -0.576 0.854 -4.049
C13 1.483 -2.257 0.967
C14 1.208 -0.140 2.356
C15 0.078 -2.561 5.038
C16 0.810 0.663 -4.660
C17 -1.286 2.744 -0.142
C18 1.635 -0.245 -0.838
C19 0.389 -0.865 3.357
H1 -2.756 -0.750 4.618
H2 0.072 -2.600 -0.655
H3 -1.242 1.301 -4.807
H4 0.618 1.931 -0.342
H5 -2.112 4.202 -1.483
H6 -1.017 3.466 0.635
H7 -0.378 3.919 -1.715
H8 -1.297 0.396 2.989
H9 1.219 -2.933 1.779
H10 -0.671 -1.948 0.814
H11 -0.499 -0.959 -2.881
H12 0.461 -3.377 5.630
H13 -2.131 -0.346 -3.121
H14 2.997 -1.252 2.138
H15 -2.409 1.747 -2.313
H16 1.909 -1.076 -1.498
H17 0.745 0.027 -5.538
H18 1.610 0.659 -1.448
H19 2.201 -2.773 0.325
H20 1.225 1.625 -4.947
H21 2.770 0.888 0.641
H22 1.476 0.200 -3.936
H23 3.628 -0.507 -0.028
H24 -2.262 2.313 0.097
H25 -1.291 -1.140 -4.455
H26 1.908 -2.248 3.999
H27 -2.003 2.992 -3.519

***

No. 2
Computed, not measured: C16H33NO9S3Ti as an isolated structure in a non-equilibrium geometry, with ωB97M-V/def2-TZVPD.

Computed properties:
Energy (eV): -92650.1973
Charge: +1
ΔE to the lowest compared entry with this formula, charge and spin (eV): 7.5353
Maximum force (eV Å⁻¹): 6.8
HOMO (alpha / beta) (hartree): -0.398 / -0.401
Multiplicity: 4

Geometry (Å):
Ti1 5.561 -23.929 32.856
S1 8.189 -26.280 28.200
S2 7.254 -28.948 36.246
S3 1.998 -20.716 29.290
O1 3.022 -20.576 30.379
O2 9.087 -22.661 39.337
O3 -0.708 -28.036 33.448
O4 1.060 -28.436 34.540
O5 1.031 -26.590 33.358
O6 7.332 -22.002 40.535
O7 6.956 -26.326 29.004
O8 7.321 -27.616 35.477
O9 7.238 -22.120 38.164
N1 11.091 -21.724 33.209
C1 7.651 -26.942 26.491
C2 1.194 -19.059 29.042
C3 14.809 -20.604 33.047
C4 9.516 -22.645 40.704
C5 8.874 -28.919 37.248
C6 0.517 -27.642 33.720
C7 -1.016 -29.285 34.080
C8 12.785 -20.267 34.629
C9 11.844 -21.134 33.774
C10 13.818 -19.521 33.746
C11 9.234 -27.701 28.722
C12 7.674 -30.300 35.132
C13 2.964 -20.541 27.700
C14 7.828 -22.242 39.260
C15 8.454 -21.805 41.340
C16 0.044 -29.303 35.074
H1 10.497 -22.177 40.786
H2 1.872 -18.251 28.768
H3 6.667 -30.663 34.923
H4 0.555 -18.768 29.876
H5 3.543 -19.620 27.641
H6 7.291 -27.970 26.459
H7 8.799 -20.774 41.424
H8 12.064 -19.594 35.093
H9 8.313 -22.159 42.361
H10 14.319 -21.248 32.317
H11 0.688 -19.189 28.085
H12 6.865 -26.283 26.122
H13 3.595 -21.429 27.664
H14 9.536 -23.652 41.120
H15 8.706 -28.650 28.630
H16 0.524 -30.263 35.262
H17 14.404 -18.823 34.344
H18 9.315 -29.903 37.401
H19 13.164 -20.967 35.374
H20 8.213 -31.047 35.714
H21 9.382 -27.560 29.793
H22 9.586 -28.379 36.623
H23 15.221 -21.156 33.892
H24 -0.449 -29.064 36.017
H25 -2.060 -29.222 34.385
H26 15.685 -20.094 32.646
H27 8.848 -28.306 38.149
H28 13.378 -18.843 33.014
H29 8.434 -26.705 25.771
H30 -1.059 -29.988 33.248
H31 8.219 -29.906 34.274
H32 2.282 -20.389 26.863
H33 10.227 -27.882 28.312

***

No. 3
Computed, not measured: C9H19NO10S2 as an isolated structure in a non-equilibrium geometry, with ωB97M-V/def2-TZVPD.

Computed properties:
Energy (eV): -53271.6682
Charge: 0
Maximum force (eV Å⁻¹): 4.6
HOMO (hartree): -0.345
Multiplicity: 1

Geometry (Å):
S1 -4.165 -1.825 3.244
S2 -2.579 -2.512 1.014
O1 -2.950 -1.494 -2.569
O2 3.539 2.993 -0.473
O3 -1.744 -3.688 0.540
O4 -2.176 -0.157 -4.233
O5 -3.060 -2.929 2.569
O6 -1.502 -1.206 1.011
O7 -0.408 -1.710 4.231
O8 3.776 2.168 1.523
O9 -4.296 -0.021 -3.429
O10 5.612 2.353 0.199
N1 -1.201 -0.730 2.275
C1 4.605 1.617 2.545
C2 -0.584 0.635 2.032
C3 -1.668 -2.121 -2.517
C4 -0.219 -1.573 2.992
C5 4.099 3.382 -1.726
C6 1.006 -2.358 2.343
C7 -4.547 1.031 -4.358
C8 4.430 2.491 0.396
C9 -3.050 -0.520 -3.487
H1 -0.895 -1.396 -2.250
H2 0.720 -2.888 1.373
H3 5.367 2.337 2.853
H4 -5.579 1.356 -4.222
H5 -4.612 -0.926 2.284
H6 4.540 2.523 -2.235
H7 1.316 -3.150 3.119
H8 -1.434 -2.602 -3.469
H9 5.067 0.687 2.207
H10 -3.889 1.881 -4.165
H11 3.290 3.772 -2.345
H12 4.840 4.172 -1.589
H13 -1.701 -2.888 -1.743
H14 3.972 1.395 3.405
H15 -0.546 1.201 3.022
H16 0.447 0.508 1.546
H17 1.865 -1.624 2.211
H18 -1.258 1.138 1.259
H19 -4.429 0.677 -5.384

***

No. 4
Computed, not measured: one molecule with the formula C15H30O2, with ωB97M-V/def2-TZVPD.

Computed properties:
Energy (eV): -20137.9241
Charge: 0
ΔE to the lowest compared entry with this formula, charge and spin (eV): 0.1237
Maximum force (eV Å⁻¹): 0.7
HOMO (hartree): -0.382
SMILES string: CCCCCCCCCCCCCCC(=O)O
Multiplicity: 1

Geometry (Å):
O1 -1.123 -5.326 0.445
O2 -2.724 -5.926 -0.983
C1 1.941 -0.723 -0.921
C2 1.376 3.792 -0.198
C3 0.617 -1.490 -0.844
C4 -3.597 -3.142 -0.392
C5 -2.354 -2.365 -0.828
C6 2.018 2.431 -0.456
C7 2.008 0.379 -1.983
C8 2.057 3.953 2.286
C9 -1.628 -1.688 0.333
C10 -2.251 -5.208 0.046
C11 -0.518 -0.747 -0.138
C12 2.074 4.598 0.899
C13 0.651 3.738 2.834
C14 1.348 1.712 -1.625
C15 -3.289 -4.270 0.602
H1 2.722 -1.449 -1.159
H2 -2.352 -1.116 0.919
H3 2.586 2.999 2.256
H4 0.802 -2.417 -0.295
H5 -4.310 -2.459 0.074
H6 -1.190 -2.449 0.981
H7 1.407 4.377 -1.121
H8 3.080 2.566 -0.675
H9 0.109 3.002 2.245
H10 -2.033 -6.510 -1.333
H11 -0.952 0.002 -0.802
H12 -0.113 -0.228 0.734
H13 1.594 5.578 0.965
H14 0.308 -1.763 -1.854
H15 0.294 1.561 -1.394
H16 0.697 3.381 3.861
H17 3.062 0.579 -2.198
H18 2.178 -0.311 0.061
H19 -2.921 -3.865 1.543
H20 -2.662 -1.602 -1.549
H21 2.606 4.606 2.969
H22 -1.667 -3.043 -1.337
H23 -4.071 -3.576 -1.275
H24 -4.201 -4.840 0.787
H25 0.091 4.671 2.821
H26 1.556 0.001 -2.904
H27 3.114 4.761 0.606
H28 1.398 2.358 -2.506
H29 0.324 3.652 0.060
H30 1.936 1.818 0.441